1.
# C23H34N2O4

One molecule with the formula C23H34N2O4 (ωB97M-V with the def2-TZVPD basis set, the OMol25 dataset).

Results
E_HOMO: -8.66 eV
Spin multiplicity: 1
ΔE to the lowest compared entry with this formula, charge and spin: 99.36 kJ/mol
Frontier orbital gap: 9.143 eV
SMILES: CC[C@H]1CCCCN1C(=O)c1ccc(OC2CCN(C(=O)CCOC)CC2)cc1

Geometry (Å):
C1 -2.834 -2.705 1.202
C2 -4.064 -1.811 1.097
C3 -4.006 -0.892 -0.137
C4 -4.462 -1.590 -1.428
C5 -5.971 -1.813 -1.472
C6 -6.690 -0.486 -1.251
C7 -6.230 0.129 0.068
N1 -4.791 0.308 0.072
C8 -4.291 1.565 0.134
O1 -5.008 2.550 0.190
C9 -2.802 1.716 0.142
C10 -2.012 1.217 1.169
C11 -0.646 1.445 1.196
C12 -0.046 2.198 0.192
O2 1.274 2.513 0.110
C13 2.206 1.971 1.029
C14 3.469 2.833 0.946
C15 4.119 2.688 -0.428
N2 4.414 1.296 -0.710
C16 5.703 0.912 -0.865
O3 6.620 1.704 -0.752
C17 5.975 -0.546 -1.200
C18 6.044 -1.402 0.064
O4 6.198 -2.748 -0.321
C19 6.394 -3.615 0.764
C20 3.233 0.468 -0.704
C21 2.554 0.519 0.670
C22 -0.843 2.715 -0.833
C23 -2.200 2.484 -0.851
H1 -2.899 -3.332 2.089
H2 -1.930 -2.104 1.271
H3 -2.749 -3.354 0.334
H4 -4.128 -1.185 1.990
H5 -4.958 -2.433 1.066
H6 -2.965 -0.583 -0.275
H7 -3.936 -2.540 -1.525
H8 -4.176 -0.960 -2.274
H9 -6.272 -2.523 -0.699
H10 -6.249 -2.239 -2.437
H11 -7.771 -0.632 -1.229
H12 -6.455 0.200 -2.067
H13 -6.676 1.114 0.215
H14 -6.515 -0.519 0.903
H15 -2.465 0.651 1.969
H16 -0.070 1.040 2.014
H17 1.803 2.023 2.050
H18 4.166 2.515 1.722
H19 3.207 3.877 1.114
H20 3.434 3.066 -1.193
H21 5.058 3.241 -0.470
H22 5.234 -0.960 -1.882
H23 6.948 -0.587 -1.691
H24 5.127 -1.291 0.668
H25 6.894 -1.079 0.684
H26 5.537 -3.594 1.451
H27 7.299 -3.352 1.326
H28 6.502 -4.614 0.349
H29 2.532 0.858 -1.453
H30 3.474 -0.563 -0.956
H31 3.223 0.121 1.434
H32 1.649 -0.090 0.644
H33 -0.369 3.308 -1.598
H34 -2.811 2.901 -1.637

---

2.
# C23H34N2O4

C23H34N2O4 as an isolated structure at a distorted geometry (ωB97M-V with the def2-TZVPD basis set, the OMol25 dataset).

Results
E_HOMO: -8.34 eV
Spin multiplicity: 1
ΔE to the lowest compared entry with this formula, charge and spin: 2155.15 kJ/mol
Frontier orbital gap: 8.674 eV

Geometry (Å):
C1 0.339 -0.885 -4.376
C2 0.857 -2.196 -4.116
H1 1.890 -2.119 -3.661
H2 0.887 -2.797 -5.135
C3 -0.088 -3.117 -3.255
N1 0.991 -4.197 -2.694
C4 1.641 -4.127 -1.534
O1 2.190 -5.057 -0.911
C5 1.033 -3.086 -0.462
C6 1.968 -1.922 -0.245
C7 1.766 -1.067 0.775
C8 0.398 -1.095 1.338
C9 -0.619 -1.917 0.921
C10 -0.067 -3.006 0.252
H3 -0.947 -3.844 0.014
H4 -1.281 -1.979 1.470
O2 0.001 0.118 2.036
C11 0.924 1.084 2.481
C12 0.295 1.612 4.061
C13 -0.900 2.236 3.737
N2 -1.030 3.246 2.746
C14 -0.846 4.501 3.158
O3 -1.197 4.844 4.407
C15 -0.693 5.662 2.095
C16 -2.361 5.711 1.519
O4 -2.066 6.714 0.237
C17 -1.944 8.112 0.284
H5 -0.896 8.195 1.061
H6 -2.571 8.385 0.995
H7 -1.884 8.595 -0.560
H8 -2.976 6.215 2.100
H9 -2.654 4.832 0.943
H10 -0.635 6.624 2.703
H11 -0.117 5.506 1.319
C18 -0.568 2.825 1.381
H12 -1.174 2.009 1.338
C19 0.681 2.176 1.582
H13 1.826 3.032 1.789
H14 1.153 1.796 0.569
H15 -0.431 3.491 0.742
H16 -1.644 1.651 3.335
H17 -1.095 2.605 4.623
H18 1.078 2.253 4.217
H19 0.243 0.777 4.454
H20 1.854 0.559 2.713
H21 2.341 0.002 0.823
H22 2.953 -1.846 -0.776
C20 1.259 -5.121 -3.529
C21 -0.054 -6.034 -3.838
C22 -0.779 -5.092 -4.672
C23 -1.197 -3.817 -3.645
H23 -1.791 -3.054 -4.159
H24 -1.859 -4.072 -2.707
H25 -0.310 -4.482 -5.612
H26 -1.738 -5.267 -4.993
H27 0.498 -6.745 -4.568
H28 -0.595 -6.426 -3.146
H29 1.978 -6.052 -2.929
H30 1.919 -4.949 -4.221
H31 0.077 -2.276 -2.332
H32 -0.865 -0.975 -4.767
H33 0.922 -0.309 -5.106
H34 0.182 -0.384 -3.402

---

3.
# C23H34N2O5S2

C23H34N2O5S2 as an isolated structure at a distorted geometry (ωB97M-V with the def2-TZVPD basis set, the OMol25 dataset).

Results
E_HOMO: -8.40 eV
Spin multiplicity: 1
Frontier orbital gap: 7.799 eV

Geometry (Å):
C1 7.964 -1.515 0.428
C2 8.034 0.037 0.583
O1 8.675 0.488 1.511
O2 7.386 0.943 -0.267
C3 6.400 1.725 0.435
C4 5.045 0.922 0.687
C5 4.143 1.580 1.800
C6 2.576 1.405 1.551
C7 2.160 -0.043 1.135
C8 2.826 -1.154 1.800
C9 2.513 -2.592 1.499
N1 3.103 -3.688 2.114
S1 2.340 -4.956 1.290
N2 1.317 -4.165 0.259
C10 1.473 -2.795 0.412
C11 0.765 -1.686 -0.338
C12 -0.239 -2.125 -1.455
C13 -1.617 -1.345 -1.465
C14 -1.828 -0.788 -2.964
S2 -2.969 0.657 -3.051
C15 1.114 -0.324 0.039
C16 0.448 0.896 -0.673
C17 -0.672 1.627 0.222
O3 -0.522 1.375 1.641
C18 -1.379 0.361 2.091
C19 -2.930 0.528 2.270
O4 -0.910 -0.712 2.398
H1 6.898 -1.888 0.384
H2 8.428 -2.011 1.326
H3 8.502 -1.909 -0.476
H4 6.799 2.171 1.393
H5 6.159 2.602 -0.238
H6 4.500 0.731 -0.288
H7 5.365 -0.094 1.073
H8 4.351 1.195 2.837
H9 4.341 2.694 1.795
H10 2.022 1.689 2.494
H11 2.278 2.188 0.788
H12 3.606 -0.934 2.575
H13 -0.469 -3.215 -1.267
H14 0.304 -2.107 -2.449
H15 -1.706 -0.537 -0.698
H16 -2.503 -2.032 -1.298
H17 -0.802 -0.469 -3.320
H18 -2.171 -1.655 -3.585
H19 -2.576 1.599 -2.111
H20 -0.009 0.646 -1.665
H21 1.231 1.688 -0.870
H22 -0.532 2.736 0.080
H23 -1.719 1.332 -0.063
H24 -3.228 0.735 3.341
H25 -3.406 -0.464 2.016
H26 -3.384 1.321 1.617
C20 -7.975 0.613 -2.282
C21 -8.345 0.286 -0.850
C22 -6.992 0.306 -0.163
O5 -6.179 1.252 -0.870
C23 -6.842 1.604 -2.096
H27 -8.801 1.016 -2.868
H28 -7.606 -0.287 -2.785
H29 -8.982 1.076 -0.442
H30 -8.866 -0.665 -0.736
H31 -6.500 -0.671 -0.226
H32 -7.060 0.594 0.888
H33 -7.221 2.626 -1.990
H34 -6.126 1.582 -2.920

---

4.
# C23H34N4O2

One molecule with the formula C23H34N4O2 (ωB97M-V with the def2-TZVPD basis set, the OMol25 dataset).

Results
E_HOMO: -9.09 eV
Spin multiplicity: 1
ΔE to the lowest compared entry with this formula, charge and spin: 285.78 kJ/mol
Frontier orbital gap: 9.670 eV
SMILES: CC1(C)[C@@H](CNC(=O)c2cnn(CC3CC3)c2)CCN1C(=O)C1CC2(CCC2)C1

Geometry (Å):
C1 -0.921 2.323 0.552
C2 -0.768 1.067 -0.308
C3 0.392 0.208 0.191
C4 -2.075 0.236 -0.397
C5 -2.965 0.217 0.839
N1 -2.346 -0.387 2.003
C6 -2.203 -1.737 2.100
O1 -2.638 -2.494 1.247
C7 -1.480 -2.227 3.290
C8 -1.462 -3.557 3.752
N2 -0.693 -3.691 4.817
N3 -0.195 -2.466 5.047
C9 0.708 -2.212 6.166
C10 1.540 -3.407 6.524
C11 2.106 -3.475 7.916
C12 1.006 -4.409 7.498
C13 -0.640 -1.560 4.158
C14 -2.801 0.800 -1.613
C15 -1.668 1.046 -2.594
N4 -0.566 1.461 -1.728
C16 0.532 2.132 -2.159
O2 1.421 2.500 -1.402
C17 0.616 2.396 -3.647
C18 1.944 2.964 -4.177
C19 1.805 2.047 -5.399
C20 1.250 2.592 -6.733
C21 2.076 1.508 -7.462
C22 2.942 1.380 -6.188
C23 0.808 1.184 -4.598
H1 -1.024 2.060 1.606
H2 -0.036 2.946 0.443
H3 -1.796 2.904 0.253
H4 0.162 -0.183 1.183
H5 0.542 -0.643 -0.476
H6 1.312 0.786 0.236
H7 -1.795 -0.799 -0.613
H8 -3.275 1.228 1.107
H9 -3.866 -0.352 0.598
H10 -2.061 0.192 2.772
H11 -1.983 -4.403 3.335
H12 1.338 -1.368 5.877
H13 0.119 -1.907 7.036
H14 2.159 -3.787 5.721
H15 3.103 -3.874 8.036
H16 1.861 -2.674 8.601
H17 0.013 -4.237 7.889
H18 1.247 -5.448 7.331
H19 -0.300 -0.537 4.193
H20 -3.554 0.117 -2.004
H21 -3.294 1.743 -1.360
H22 -1.421 0.127 -3.135
H23 -1.907 1.815 -3.328
H24 -0.231 3.006 -3.970
H25 2.007 4.038 -4.355
H26 2.762 2.660 -3.523
H27 0.168 2.594 -6.869
H28 1.637 3.592 -6.940
H29 1.489 0.607 -7.640
H30 2.574 1.791 -8.388
H31 3.820 2.027 -6.235
H32 3.250 0.384 -5.870
H33 1.317 0.368 -4.077
H34 -0.061 0.789 -5.124

---

- Among the records above, which one has the lowest E_HOMO?
  C23H34N4O2

---

- Which value of spin multiplicity does entry 4 give?
  1